ORCA calculation (ωB97M-V with the def2-TZVPD basis set) on 10 unconnected molecules or ions with the total composition C91H195F3N8O5S in a non-equilibrium geometry.

Geometry as XYZ:
```
303
Properties=species:S:1:pos:R:3:forces:R:3
C 0.091560 1.026539 0.740012 0.73 -1.06 -0.82
C -1.310744 1.074280 1.394080 -0.98 1.28 0.81
O -2.398633 0.973703 0.712626 1.91 -0.17 -0.02
O -1.280135 1.280145 2.628682 -0.02 -0.17 0.05
H 0.257813 -0.016931 0.472364 -0.37 -0.29 -0.92
H 1.042220 1.114144 1.266016 -0.61 0.60 1.50
H 0.322357 1.684710 -0.097637 -0.86 -0.05 -0.61
C -7.005679 -0.430871 -7.097699 0.13 0.74 -0.17
C -6.280326 -1.156712 -8.154931 1.18 -2.23 -1.63
C -4.797972 -1.485413 -7.798780 -0.60 -1.95 -0.64
C -4.749753 -2.688673 -6.787681 0.78 1.79 0.59
N -3.338793 -2.929153 -6.179665 0.48 1.18 1.95
C -2.733440 -1.681127 -5.503774 1.59 -0.37 0.60
C -1.756495 -2.252036 -4.351578 -1.82 2.08 -1.03
C -2.555658 -3.411928 -3.789583 2.48 -0.34 0.16
C -3.406729 -3.869386 -4.942704 -1.17 -1.67 0.08
C -2.297578 -3.362955 -7.216329 -1.10 -1.67 -1.38
C -2.812046 -4.599620 -8.113321 0.35 0.51 1.95
C -1.752894 -5.248010 -8.965950 0.50 0.07 0.15
H -7.154145 -1.007486 -6.184696 -0.22 0.03 -0.03
H -7.943582 -0.103534 -7.546358 -0.13 0.20 0.62
H -6.340642 0.411442 -6.907083 -0.49 0.54 0.53
H -6.279721 -0.672832 -9.131643 0.13 0.75 0.28
H -6.789016 -2.068955 -8.466590 -0.10 -0.43 0.42
H -4.376319 -0.523859 -7.505998 0.55 -0.37 0.55
H -4.264365 -1.906104 -8.651062 -0.03 0.72 -0.50
H -5.015422 -3.682437 -7.148163 -0.39 0.47 -0.37
H -5.415692 -2.339250 -5.998678 0.23 -0.75 0.57
H -2.178582 -1.098447 -6.239110 -0.16 -0.15 -0.09
H -3.455375 -0.999123 -5.054570 -0.52 -0.51 -0.10
H -0.781149 -2.505049 -4.767256 -0.16 -0.23 0.04
H -1.625622 -1.452682 -3.622200 0.16 0.07 -0.03
H -1.757593 -4.106874 -3.528349 -0.17 -0.84 -0.43
H -2.989251 -3.348208 -2.791557 -0.83 0.92 -0.44
H -3.142441 -4.902867 -5.166668 0.06 0.22 -0.80
H -4.419995 -3.968269 -4.553329 -0.33 0.43 -0.72
H -1.408769 -3.665721 -6.662748 -0.09 -0.11 0.00
H -2.025292 -2.510934 -7.839230 -0.30 0.10 0.12
H -3.669195 -4.430646 -8.765118 -0.01 0.73 0.24
H -3.139273 -5.323224 -7.366727 -0.24 -0.26 -0.02
H -2.233653 -6.089982 -9.463987 0.17 0.33 -0.56
H -0.919627 -5.702778 -8.430282 -0.01 0.21 0.37
H -1.331413 -4.485445 -9.620900 -0.07 -0.44 -0.53
C 11.933404 -2.341634 -3.546280 0.16 0.08 1.16
C 10.651456 -1.513217 -3.225540 1.41 1.01 -1.36
C 9.739965 -2.028772 -2.125063 1.21 -0.22 -0.42
C 8.805260 -0.966542 -1.589272 -0.41 -0.16 0.18
N 8.175715 -1.302768 -0.218769 -1.65 -0.36 -0.99
C 7.173628 -2.501603 -0.498927 0.21 -0.02 1.74
C 5.729477 -1.931434 -0.873343 1.68 -0.40 -0.47
C 5.937676 -0.446635 -0.825817 0.60 1.74 -0.50
C 7.150319 -0.201438 0.106949 -0.32 -0.68 -0.10
C 9.170127 -1.569625 1.001198 0.33 -0.44 -0.90
C 10.116690 -0.414590 1.214745 -0.99 0.72 -2.29
C 10.911863 -0.416610 2.468922 -1.53 0.03 0.15
H 12.688487 -1.796322 -4.112498 -0.55 0.18 -0.49
H 11.762449 -3.315418 -4.005221 -0.28 0.18 -0.18
H 12.511533 -2.549274 -2.645861 -0.24 -0.14 0.42
H 10.217899 -1.326729 -4.208058 -0.92 -0.42 0.05
H 10.934178 -0.487242 -2.989850 0.50 0.06 0.43
H 10.444574 -2.339838 -1.353788 -0.19 -0.21 0.26
H 9.294531 -2.918199 -2.570730 -0.60 -0.06 0.59
H 7.980820 -0.827139 -2.288544 -0.28 -0.31 0.18
H 9.218210 0.041676 -1.556685 0.62 -0.21 0.45
H 7.175370 -2.978530 0.481199 -0.54 -0.10 0.00
H 7.645953 -3.233093 -1.154615 -0.18 0.47 -0.33
H 4.930340 -2.215820 -0.188798 0.44 -0.35 0.25
H 5.461005 -2.228120 -1.887245 -0.03 -0.25 0.04
H 5.032712 0.130677 -0.636492 -0.04 -0.16 1.32
H 6.134595 0.047294 -1.777318 0.59 -0.65 -0.59
H 6.804102 -0.449494 1.110293 0.37 0.52 0.29
H 7.635804 0.763201 -0.040933 -0.22 -0.05 0.41
H 9.804982 -2.421867 0.758833 -0.54 -0.36 -0.32
H 8.620218 -1.819186 1.908617 -0.66 0.15 -0.33
H 9.469942 0.459059 1.133797 0.36 0.56 0.20
H 10.804106 -0.389698 0.369207 -0.03 0.14 -0.28
H 10.125143 -0.318576 3.216953 0.55 -0.27 0.81
H 11.471433 0.518769 2.460926 0.65 -0.61 0.33
H 11.405574 -1.387736 2.504461 0.65 0.50 0.63
C 1.708516 -4.325616 7.092255 1.11 -0.92 0.35
C 0.787065 -3.472999 6.215373 0.67 -0.99 1.22
C 1.176880 -1.991797 6.169483 -0.74 -0.01 0.31
C 0.661400 -1.156457 7.377297 0.71 0.07 0.37
N 1.029068 0.352225 7.455705 1.43 -0.46 0.25
C 0.650366 1.076659 6.253244 -0.36 2.16 -0.49
C -0.855247 1.283486 6.431896 -0.86 -0.84 -2.10
C -1.120076 1.500300 7.899203 -0.17 -0.85 -0.31
C 0.208118 1.067786 8.490072 0.12 0.62 1.44
C 2.552066 0.580032 7.853486 -0.75 -2.15 0.93
C 3.612349 0.255619 6.818830 1.00 0.61 -0.76
C 4.866363 -0.508546 7.378193 -0.53 0.80 0.22
H 2.657458 -4.603577 6.633624 0.33 0.90 -0.45
H 1.417620 -5.358632 7.282948 -1.10 0.15 0.08
H 1.978013 -3.930715 8.071813 -0.27 0.33 0.02
H -0.218834 -3.660337 6.591102 -0.35 0.27 -0.42
H 0.933052 -3.869690 5.210670 -0.50 0.12 -0.14
H 0.661284 -1.663135 5.267123 0.42 0.68 -0.13
H 2.260037 -2.028231 6.053050 -0.07 0.61 -0.05
H 1.035035 -1.508772 8.338738 0.05 -0.36 -0.13
H -0.425473 -1.197998 7.448638 -0.05 0.03 -0.20
H 1.042871 2.086310 6.374252 0.57 0.08 0.04
H 1.072081 0.720627 5.313303 -0.43 -0.53 0.22
H -1.282113 2.097507 5.846019 0.45 0.03 -0.28
H -1.336954 0.393497 6.026956 -0.33 -0.14 0.14
H -1.452381 2.527868 8.046780 0.56 -0.04 0.56
H -1.906657 0.856299 8.292458 -0.14 0.06 -0.18
H 0.794763 1.958462 8.715125 -0.07 -0.21 0.41
H 0.052527 0.452889 9.376519 0.50 0.03 -0.02
H 2.684862 -0.114185 8.683259 -0.20 -0.29 0.09
H 2.662764 1.528358 8.379333 -0.26 0.36 -0.79
H 3.874807 1.243975 6.441491 0.62 -0.03 -0.26
H 3.276741 -0.268027 5.923691 -0.39 -0.12 0.38
H 5.668484 -0.675474 6.659278 -0.54 0.00 -0.38
H 4.558062 -1.475782 7.775063 0.06 0.00 0.03
H 5.357548 0.072900 8.158423 -0.28 -0.03 0.32
C 6.362598 -6.582023 -0.444799 -0.62 -1.44 -0.16
C 5.327644 -5.524812 -0.256935 -1.02 1.83 0.22
C 3.821308 -5.995438 -0.228822 0.84 1.35 -0.25
C 2.755819 -4.796713 -0.560390 0.87 -2.95 1.73
N 1.326753 -5.328401 -0.192255 -1.38 0.86 -1.82
C 0.382216 -4.183533 -0.620452 0.45 1.34 0.30
C -0.513698 -3.785605 0.584023 0.32 -0.83 -1.13
C 0.349461 -4.207479 1.757068 0.69 -0.74 -0.17
C 1.089853 -5.502345 1.318561 -0.90 0.46 0.01
C 0.897961 -6.622724 -0.965979 0.60 0.36 -0.27
C 1.122660 -6.612584 -2.552278 0.27 -0.37 1.51
C 0.502449 -7.842181 -3.250513 0.17 0.11 0.92
H 7.377574 -6.268268 -0.688676 -0.16 0.35 0.36
H 6.044714 -7.199560 -1.284865 0.15 -0.28 -0.13
H 6.344419 -7.226058 0.434390 0.46 -0.12 -0.03
H 5.385429 -4.836032 -1.099759 0.06 0.28 -0.20
H 5.552102 -4.938682 0.634216 -0.15 0.16 0.12
H 3.570104 -6.409824 0.747541 0.09 0.07 -0.01
H 3.900969 -6.837046 -0.916913 -1.14 0.11 -0.43
H 2.799774 -4.384158 -1.568349 -0.32 -0.58 -0.13
H 2.860359 -3.955855 0.125265 0.46 -0.13 0.25
H -0.091406 -4.395177 -1.579093 -0.25 -0.42 0.40
H 1.029704 -3.335495 -0.843340 0.13 0.03 0.07
H -1.471063 -4.277293 0.411415 -0.06 -0.32 0.77
H -0.728657 -2.729783 0.748755 0.14 0.16 -0.78
H -0.307203 -4.382623 2.609252 0.63 0.08 0.36
H 1.105223 -3.434126 1.894348 -0.19 0.17 0.60
H 0.356149 -6.278204 1.537226 0.19 -0.50 -0.81
H 2.013223 -5.813617 1.807036 -0.06 0.64 0.03
H -0.155473 -6.800625 -0.749809 -0.11 0.38 0.09
H 1.429805 -7.355501 -0.359112 0.21 -0.54 -0.85
H 2.197497 -6.597101 -2.732756 -0.02 0.22 -0.10
H 0.653393 -5.715295 -2.955724 0.21 0.17 -0.03
H -0.582857 -7.743839 -3.227108 -0.01 -0.26 -0.16
H 0.793296 -8.742094 -2.708596 -0.18 -0.09 0.01
H 0.859156 -7.996886 -4.268801 -0.07 0.39 0.03
C -7.355863 -1.800289 0.031815 1.84 -1.61 -1.04
C -6.913620 -2.205927 1.402497 -0.43 1.71 2.27
C -5.788399 -1.231467 1.968407 -1.16 -1.22 0.38
C -5.778144 -1.160211 3.557230 0.42 1.07 -0.30
N -4.689363 -0.220893 4.102704 0.88 -0.22 -1.05
C -4.680757 0.091125 5.587675 -2.07 1.31 0.08
C -4.402718 -1.136569 6.338308 1.41 -1.42 0.53
C -3.370570 -1.870448 5.389254 -0.54 -0.04 -0.08
C -3.414008 -1.144150 3.986561 0.39 1.92 1.82
C -4.627314 1.142850 3.328204 0.79 -0.22 2.65
C -5.766969 2.173877 3.699239 0.05 -0.62 -2.82
C -5.432609 3.586579 3.086796 0.45 -1.34 0.47
H -6.508069 -1.804135 -0.653259 0.61 0.45 -0.10
H -7.802646 -0.807626 -0.023921 -0.69 -0.54 -0.04
H -7.790457 -2.726508 -0.344144 -1.53 0.77 -0.34
H -6.813499 -3.269121 1.620874 0.89 -0.03 -0.62
H -7.828420 -2.040204 1.971506 -0.03 0.32 0.59
H -6.007387 -0.264532 1.515440 -0.32 0.24 0.44
H -4.871123 -1.510932 1.450132 0.50 -0.19 0.64
H -5.490483 -2.068558 4.086619 -0.78 -0.42 -0.51
H -6.721451 -0.763271 3.932326 -0.18 -0.29 -0.18
H -4.025169 0.918475 5.859336 0.64 -0.14 -0.84
H -5.650064 0.523415 5.836023 -0.23 -0.31 -0.09
H -3.851579 -1.018871 7.271309 0.05 0.80 -0.03
H -5.294505 -1.602383 6.757623 -0.13 -0.73 -1.03
H -2.390180 -1.686754 5.828790 0.08 -0.04 -0.21
H -3.485838 -2.954203 5.406161 -0.21 0.06 -0.44
H -2.650005 -0.366704 3.986766 0.48 -0.28 -0.22
H -3.284682 -1.724555 3.073045 -0.75 0.07 0.17
H -4.437773 0.826377 2.302522 -0.18 0.89 -0.02
H -3.744834 1.595316 3.780518 0.59 -0.26 -0.67
H -6.071584 2.248178 4.743164 0.16 -0.28 -0.24
H -6.553637 1.803280 3.042042 -0.94 0.13 0.68
H -4.853568 4.159793 3.810834 -0.20 0.30 -0.07
H -6.326532 4.105512 2.740789 0.08 0.07 0.40
H -4.792344 3.417085 2.221098 0.08 0.08 -0.18
C -9.605904 3.538519 -0.283909 2.26 -0.20 1.15
C -8.009375 3.698188 -0.194013 -1.18 0.75 -0.26
C -7.231543 2.753963 -1.043145 1.08 -0.72 0.26
C -5.714061 3.122478 -1.157976 -1.13 -0.77 -1.69
N -4.990384 2.039945 -2.077290 0.86 0.46 0.62
C -5.039176 0.670288 -1.406208 -0.45 0.34 -0.74
C -3.862892 -0.104607 -1.924497 1.25 -0.42 -0.46
C -2.809181 0.900405 -2.379074 -0.29 2.24 0.06
C -3.458875 2.319418 -2.079746 0.62 -1.22 -0.23
C -5.641502 1.903093 -3.495358 -1.40 0.51 0.71
C -5.834376 3.228823 -4.196367 0.41 1.52 -1.41
C -6.035283 3.248144 -5.777740 0.29 -0.56 1.49
H -9.981566 3.394042 -1.296882 0.09 0.65 0.04
H -9.923721 4.418380 0.275497 -0.79 -0.08 -0.58
H -9.924730 2.662230 0.280511 0.05 -0.04 0.08
H -7.620161 3.583426 0.817639 -0.46 0.10 0.33
H -7.754109 4.716294 -0.487953 -0.16 0.25 -0.03
H -7.698709 2.668819 -2.024269 0.19 0.08 -0.05
H -7.339119 1.799709 -0.527461 0.18 -0.45 -0.34
H -5.135897 3.246431 -0.242294 -0.15 -0.74 0.14
H -5.630099 4.093629 -1.645754 0.09 -0.13 -0.37
H -5.957528 0.152470 -1.682953 -0.19 0.42 0.41
H -4.935513 0.842554 -0.334915 -0.09 -0.07 -0.07
H -3.980328 -0.706765 -2.825454 -1.05 -0.37 0.28
H -3.536778 -0.750259 -1.109086 0.33 0.04 -0.15
H -2.644944 0.949267 -3.455517 -0.02 -0.75 -0.19
H -1.845096 0.780083 -1.884944 -0.17 0.21 0.21
H -3.154029 3.110654 -2.764684 -0.55 -0.20 -0.45
H -3.042529 2.648625 -1.127708 -1.01 -0.23 0.51
H -6.655062 1.559141 -3.289224 0.04 -0.18 0.38
H -5.290208 1.072035 -4.106955 1.14 0.24 0.27
H -5.008238 3.899525 -3.960283 0.39 -0.03 -0.14
H -6.682504 3.789294 -3.803108 -0.23 -0.40 0.30
H -6.340183 4.233785 -6.129379 -0.02 -0.03 0.30
H -6.824399 2.538805 -6.027219 0.11 0.02 -0.25
H -5.099204 3.008648 -6.282214 -0.10 -0.24 -0.07
C -3.249836 6.729772 -1.652429 -0.56 -0.04 1.05
C -3.299640 5.759665 -0.422080 0.71 0.65 -0.40
C -2.070780 5.948692 0.554774 -0.79 -0.64 0.03
C -2.091832 4.973068 1.765140 1.71 1.19 0.89
N -1.090759 5.467602 2.963842 -0.74 0.81 -0.85
C -1.533411 6.890168 3.516564 -0.67 -1.32 -1.68
C -1.001266 6.984888 4.870721 0.32 0.52 2.34
C -0.782388 5.576596 5.385340 0.25 -1.22 0.47
C -1.256565 4.615547 4.250206 1.30 0.94 -0.19
C 0.392685 5.638247 2.470342 -0.90 -1.41 1.14
C 1.128590 4.339351 2.094554 -1.61 -0.76 -1.31
C 2.550239 4.219187 2.465883 1.74 0.25 1.20
H -2.257410 6.863671 -2.082850 -0.04 -0.11 0.05
H -3.647330 7.694297 -1.336534 0.36 0.20 -0.05
H -3.955270 6.412104 -2.420249 0.16 -0.23 -0.11
H -3.376864 4.755005 -0.837783 0.46 -0.25 0.37
H -4.246671 5.925616 0.091437 0.03 0.09 0.25
H -2.060126 6.960925 0.958972 -0.28 0.13 -0.22
H -1.159657 5.857863 -0.036580 0.12 -0.21 0.06
H -1.718814 3.972077 1.548365 -0.32 -0.08 -0.04
H -3.073524 4.969241 2.238798 0.11 -0.18 -0.02
H -1.212641 7.711719 2.876038 -0.18 -0.34 -0.25
H -2.616035 6.768353 3.550890 -0.07 0.44 -0.25
H -0.098979 7.585431 4.986115 0.00 -0.05 -0.33
H -1.722025 7.433320 5.554467 -0.10 0.42 -0.34
H 0.227458 5.494785 5.787334 0.36 -0.50 -0.78
H -1.335682 5.345822 6.295673 -0.51 0.17 -0.17
H -0.718537 3.675725 4.126290 0.03 0.10 -0.03
H -2.305344 4.392050 4.445668 -0.10 0.14 -0.64
H 0.895754 6.066691 3.337209 0.00 0.26 -0.15
H 0.361881 6.347414 1.643156 -0.02 -0.01 0.20
H 1.054551 4.151857 1.023355 -0.15 0.62 -0.39
H 0.746046 3.369913 2.413831 -1.22 0.43 0.66
H 3.001127 5.112516 2.898046 0.12 0.36 -0.59
H 3.128373 3.846878 1.620154 0.30 0.12 0.29
H 2.647322 3.535921 3.309578 0.18 -0.36 -0.16
C 2.543356 6.208928 -1.038111 -0.90 0.18 -1.36
C 3.059224 5.851816 -2.458238 -0.08 0.79 0.83
C 3.265109 4.418084 -2.755286 0.02 -2.38 -0.61
C 1.981464 3.525268 -2.971663 0.50 0.83 -0.26
N 2.195143 2.068345 -3.381915 0.43 -1.58 1.68
C 2.968320 1.226236 -2.321589 -0.96 0.76 -0.03
C 2.445264 -0.189129 -2.480955 1.39 -1.03 0.01
C 1.149362 -0.154437 -3.200953 -0.96 -1.42 -1.48
C 0.830984 1.235578 -3.461546 0.03 4.10 -0.51
C 2.987778 1.928697 -4.665002 -0.13 1.07 0.20
C 2.273329 2.542625 -5.864749 0.52 -1.21 -1.62
C 3.298634 2.642332 -7.014748 1.18 0.91 0.71
H 3.138263 6.013989 -0.145827 0.63 0.29 -0.48
H 1.602330 5.700664 -0.827756 -0.34 -0.14 -0.17
H 2.279745 7.251585 -1.215568 0.12 0.23 1.07
H 4.013298 6.349528 -2.631801 0.16 -0.04 0.25
H 2.442957 6.311075 -3.231147 -0.47 0.03 0.17
H 3.894434 3.999270 -1.970020 0.10 -0.28 0.00
H 3.817172 4.383429 -3.694498 0.20 -0.22 -0.01
H 1.462425 3.989232 -3.810375 -0.29 -0.13 0.14
H 1.325400 3.540648 -2.101346 0.06 -0.24 0.03
H 4.041919 1.333980 -2.476104 -0.20 0.14 0.09
H 2.655226 1.597750 -1.345851 0.26 0.27 -0.01
H 3.119233 -0.789098 -3.092434 0.34 -0.08 0.39
H 2.278968 -0.697178 -1.531045 0.53 0.21 0.15
H 1.166831 -0.574058 -4.206789 0.55 -0.73 0.12
H 0.402663 -0.745321 -2.670491 -0.32 0.54 0.07
H 0.529165 1.534723 -4.465302 -0.50 -0.61 0.08
H 0.106852 1.674718 -2.775323 0.36 0.26 0.25
H 3.304914 0.891770 -4.775978 -0.79 -0.28 -0.31
H 3.968515 2.379084 -4.512033 -0.21 0.59 0.25
H 1.757014 3.499193 -5.784185 0.31 0.00 0.66
H 1.526190 1.820424 -6.193853 -0.31 0.07 -0.06
H 4.176265 3.170701 -6.642330 0.26 0.05 0.49
H 3.079741 3.342008 -7.821375 -0.80 -0.73 -0.30
H 3.732987 1.689562 -7.317511 -0.58 -0.05 -0.40
C 3.711481 -0.628789 3.025088 0.66 0.04 -0.22
F 4.362655 0.518868 3.316807 -0.76 -0.61 -0.01
F 2.515247 -0.647323 3.721646 1.54 0.06 -1.34
F 3.454816 -0.572666 1.657915 -0.27 -0.09 1.51
S 4.834898 -2.146887 3.390948 -1.05 -4.63 0.89
O 4.974467 -2.298833 4.837220 -0.67 1.50 -1.30
O 4.040581 -3.273282 2.809144 -0.03 2.12 0.23
O 6.081903 -2.026930 2.679575 0.17 1.67 -0.58
```
Forces are in eV/Å.

The value obtained for the HOMO energy is -18.28 eV. Its maximum force is 4.83 eV/A. The value obtained for the HOMO-LUMO gap is 8.113 eV. As for the total charge: +6. The value obtained for the LUMO energy is -10.17 eV.